Computed, not measured: a structure of composition C33H91BaF3N5O20S in a non-equilibrium geometry, with ωB97M-V/def2-TZVPD.

Each line ends with the Löwdin charge.
Cartesian coordinates (Å):
1 Ba 5.7914 -22.1956 29.4235  2.111
2 C 8.3250 -18.0557 27.2902  -0.577
3 F 7.4378 -17.1856 27.8561  0.096
4 F 7.7604 -18.4796 26.1772  0.125
5 F 9.4127 -17.3984 26.8908  0.141
6 S 8.8230 -19.6128 28.4061  0.605
7 O 7.5248 -20.2697 28.5951  -0.475
8 O 9.8208 -20.3549 27.6238  -0.306
9 O 9.3826 -19.0230 29.6502  -0.326
10 C 8.6078 -15.9324 31.4628  -0.186
11 C 7.1550 -16.2776 31.1725  -0.203
12 O 6.9155 -17.6898 31.0370  -0.077
13 O 9.3407 -16.1366 30.2611  -0.097
14 H 9.1075 -16.4786 32.2629  0.133
15 H 8.6063 -14.8601 31.6582  0.119
16 H 6.6753 -15.8242 30.3051  0.097
17 H 6.6481 -15.9654 32.0855  0.118
18 H 6.1217 -17.7799 30.5047  0.066
19 H 9.3048 -17.0947 30.2128  0.033
20 C 12.4672 -21.0565 25.5409  -0.218
21 C 11.0659 -21.0913 24.9223  -0.230
22 O 11.1082 -21.6185 23.5958  -0.066
23 O 13.0060 -22.3650 25.8226  -0.074
24 H 12.5305 -20.5632 26.5108  0.085
25 H 13.1935 -20.5641 24.8943  0.122
26 H 10.5209 -20.1484 24.8781  0.107
27 H 10.5284 -21.8175 25.5320  0.104
28 H 11.7469 -21.0842 23.1181  0.081
29 H 13.1184 -22.7804 24.9645  0.087
30 C 12.4878 -14.4745 26.1370  -0.199
31 C 11.1529 -14.5661 25.3039  -0.221
32 O 10.3723 -13.3971 25.4898  -0.067
33 O 12.3758 -14.1285 27.5141  -0.068
34 H 13.0094 -13.6482 25.6541  0.118
35 H 13.0309 -15.4194 26.1554  0.098
36 H 10.5341 -15.3761 25.6901  0.095
37 H 11.4349 -14.7577 24.2686  0.110
38 H 10.9628 -12.6994 25.7834  0.074
39 H 12.0407 -13.2291 27.5362  0.083
40 C 5.6313 -21.1750 26.2098  -0.243
41 C 4.4405 -20.5264 26.8064  -0.252
42 O 4.6296 -20.1452 28.1543  -0.247
43 O 5.8790 -22.4703 26.7762  -0.214
44 H 6.4957 -20.5134 26.2664  0.108
45 H 5.4007 -21.2745 25.1491  0.141
46 H 3.5849 -21.1643 26.5845  0.135
47 H 4.2435 -19.6302 26.2179  0.133
48 H 4.8366 -19.2085 28.1918  0.028
49 H 6.4101 -22.9478 26.1347  0.109
50 C 8.4404 -21.2606 31.5617  -0.275
51 C 9.3368 -20.8114 32.7335  -0.179
52 O 9.9854 -19.5955 32.3037  -0.081
53 O 7.2628 -20.4799 31.4181  -0.152
54 H 8.1933 -22.2686 31.8948  0.118
55 H 9.1224 -21.3303 30.7143  0.089
56 H 10.1403 -21.5032 32.9862  0.111
57 H 8.7295 -20.6829 33.6295  0.126
58 H 9.9985 -19.6182 31.3441  0.010
59 H 7.5731 -19.5725 31.3726  0.045
60 C 8.2320 -24.7953 28.5766  -0.216
61 C 7.3613 -25.5625 29.5711  -0.184
62 O 5.9531 -25.1543 29.7160  -0.173
63 O 8.2579 -23.3871 28.8512  -0.235
64 H 7.9266 -24.9796 27.5466  0.121
65 H 9.2682 -25.1333 28.5827  0.128
66 H 7.8789 -25.5757 30.5303  0.127
67 H 7.4430 -26.5695 29.1621  0.128
68 H 5.3919 -25.8888 29.9751  0.093
69 H 9.0715 -22.9829 28.5409  0.025
70 C 13.1221 -16.9850 31.8752  -0.072
71 C 13.0983 -16.4927 30.4997  -0.462
72 C 12.9436 -17.6308 29.4629  -0.189
73 O 13.2198 -17.1033 28.1878  -0.182
74 C 12.9947 -18.0920 27.1998  -0.107
75 N 12.1730 -15.4139 30.2651  0.073
76 H 12.1290 -17.3242 32.1698  0.073
77 H 13.1808 -16.1042 32.5146  0.084
78 H 13.9278 -17.6856 32.0946  0.085
79 H 14.0322 -15.9737 30.2840  0.143
80 H 11.9664 -18.1113 29.5109  0.111
81 H 13.6542 -18.4488 29.5813  0.119
82 H 13.7368 -18.8875 27.2675  0.083
83 H 13.2522 -17.5799 26.2727  0.085
84 H 11.9845 -18.4958 27.2667  0.073
85 H 11.2342 -15.7862 30.2547  0.031
86 H 12.2637 -15.1993 29.2823  0.031
87 C 4.3504 -14.8842 28.2410  -0.022
88 C 4.0110 -16.2807 28.9022  -0.370
89 C 2.4876 -16.4945 29.0144  -0.207
90 O 1.9512 -15.5438 29.8900  -0.160
91 C 2.0739 -15.8591 31.2736  -0.088
92 N 4.6204 -17.2838 28.0500  0.047
93 H 5.4048 -14.8111 27.9746  0.057
94 H 4.1392 -13.9330 28.7296  0.078
95 H 3.9587 -14.8094 27.2266  0.083
96 H 4.4514 -16.2606 29.8990  0.106
97 H 2.1817 -17.5288 29.1715  0.123
98 H 2.0248 -16.2886 28.0492  0.129
99 H 3.1182 -15.8870 31.5845  0.073
100 H 1.7551 -16.8568 31.5753  0.083
101 H 1.4919 -15.1692 31.8848  0.097
102 H 5.5121 -16.9548 27.7084  0.054
103 H 4.1495 -17.2850 27.1565  0.094
104 C 9.0029 -17.4313 23.2518  -0.084
105 C 9.3470 -18.3547 22.1392  -0.397
106 C 8.1468 -18.7367 21.2409  -0.226
107 O 7.1397 -19.4535 21.8414  -0.171
108 C 6.0641 -19.7497 21.0051  -0.114
109 N 10.5119 -17.7388 21.4139  0.032
110 H 8.5751 -16.4867 22.9161  0.092
111 H 9.9063 -17.1402 23.7877  0.064
112 H 8.3485 -17.9851 23.9249  0.061
113 H 9.8379 -19.2019 22.6181  0.118
114 H 8.6120 -19.2256 20.3850  0.123
115 H 7.7360 -17.8343 20.7880  0.127
116 H 5.3376 -20.4232 21.4597  0.086
117 H 6.3907 -20.1458 20.0436  0.090
118 H 5.5511 -18.8241 20.7441  0.088
119 H 10.3286 -16.7778 21.1629  0.063
120 H 11.3713 -17.7098 21.9438  0.059
121 C 12.7436 -23.9454 29.1684  -0.046
122 C 11.5683 -23.0227 29.5134  -0.410
123 C 11.9618 -21.7971 30.2824  -0.197
124 O 12.2302 -22.1624 31.6266  -0.171
125 C 13.0209 -21.2002 32.3150  -0.091
126 N 10.9593 -22.7634 28.2085  0.060
127 H 13.5100 -23.5154 28.5236  0.084
128 H 12.3406 -24.8444 28.7020  0.083
129 H 13.2096 -24.1408 30.1341  0.084
130 H 10.9261 -23.6858 30.0931  0.129
131 H 11.2005 -21.0246 30.1739  0.098
132 H 12.8362 -21.3570 29.8029  0.136
133 H 14.0382 -21.1692 31.9247  0.086
134 H 13.1945 -21.5639 33.3278  0.095
135 H 12.6787 -20.1671 32.2557  0.075
136 H 11.6465 -23.0163 27.5129  0.053
137 H 10.9099 -21.7594 28.1105  0.023
138 C 6.4463 -9.9515 29.9368  -0.051
139 C 5.8108 -11.3071 30.3028  -0.418
140 C 6.8773 -12.4345 30.0201  -0.225
141 O 7.3724 -12.3869 28.7106  -0.168
142 C 8.3130 -13.4192 28.4888  -0.097
143 N 5.3238 -11.3874 31.6749  0.035
144 H 7.4780 -9.7610 30.2326  0.082
145 H 5.7958 -9.1870 30.3615  0.076
146 H 6.3653 -9.8620 28.8535  0.076
147 H 4.9223 -11.5072 29.7039  0.126
148 H 6.3971 -13.4107 30.0870  0.093
149 H 7.6621 -12.3464 30.7714  0.125
150 H 9.1408 -13.5672 29.1823  0.091
151 H 8.7975 -13.3654 27.5139  0.075
152 H 7.7758 -14.3656 28.4267  0.061
153 H 5.3183 -12.3472 31.9895  0.056
154 H 6.1509 -11.1787 32.2158  0.064

Calculated values
ΔE to the lowest compared entry with this formula, charge and spin ... 339.4 kJ/mol
Net charge ... +1